Molecular formula: C19H61N17O10
Method: DFT, ωB97M-V with the def2-TZVPD basis set

As for the gap between HOMO and LUMO: 9.55 eV. The energy relative to the best compared isomer or geometry (same formula, charge and spin) is 30.0 kcal/mol. For the energy, the calculation gives -66505.4844 eV. Its largest force on an atom is 4.0 eV/A. The value obtained for the molecular weight is 687.8 g/mol.

Geometry (Å):
C (3.239, -3.453, -4.039)
C (2.879, -2.738, -2.763)
C (3.191, -3.667, -1.569)
O (2.711, -3.032, -0.375)
C (3.334, -3.625, 0.777)
N (3.645, -1.507, -2.626)
H (4.339, -3.705, -4.081)
H (2.978, -2.848, -4.887)
H (2.656, -4.342, -4.293)
H (1.843, -2.663, -2.674)
H (4.250, -3.726, -1.521)
H (2.734, -4.604, -1.655)
H (2.840, -4.563, 1.045)
H (3.271, -2.893, 1.552)
H (4.387, -3.863, 0.561)
H (3.315, -0.988, -3.443)
H (3.227, -1.008, -1.826)
C (-0.601, -5.124, -1.751)
C (-0.731, -3.599, -1.473)
C (-2.013, -2.988, -1.993)
O (-3.121, -3.497, -1.293)
C (-4.252, -3.597, -2.226)
N (-0.640, -3.223, -0.056)
H (-0.501, -5.313, -2.780)
H (-1.492, -5.622, -1.327)
H (0.288, -5.503, -1.316)
H (0.056, -3.152, -2.006)
H (-2.124, -3.295, -3.072)
H (-2.014, -1.906, -2.024)
H (-5.094, -3.617, -1.614)
H (-4.158, -4.462, -2.832)
H (-4.275, -2.712, -2.851)
H (-1.037, -3.976, 0.505)
H (0.373, -3.296, 0.295)
C (-1.346, 5.580, 3.022)
C (-0.456, 4.646, 3.786)
C (-1.265, 3.815, 4.678)
O (-0.451, 2.785, 5.266)
C (0.517, 3.354, 6.189)
N (0.199, 3.872, 2.766)
H (-1.986, 4.919, 2.337)
H (-0.847, 6.348, 2.536)
H (-2.102, 6.022, 3.720)
H (0.279, 5.252, 4.323)
H (-2.044, 3.311, 4.157)
H (-1.793, 4.438, 5.427)
H (1.072, 2.517, 6.657)
H (-0.065, 3.983, 6.953)
H (1.276, 4.011, 5.702)
H (0.689, 3.067, 3.243)
H (-0.554, 3.388, 2.267)
C (-1.910, 2.944, -2.414)
O (-0.750, 3.338, -2.682)
N (-2.990, 3.570, -3.031)
N (-2.203, 2.050, -1.420)
H (-3.873, 3.067, -3.123)
H (-2.643, 4.158, -3.781)
H (-3.049, 1.503, -1.375)
H (-1.456, 1.631, -0.834)
C (-2.041, -1.175, 5.015)
O (-2.851, -0.671, 4.255)
N (-1.241, -0.402, 5.745)
N (-1.904, -2.528, 5.207)
H (-0.609, -0.697, 6.475)
H (-1.389, 0.568, 5.469)
H (-2.451, -3.031, 4.554)
H (-1.008, -2.763, 5.355)
C (2.977, 1.900, -3.161)
O (2.313, 1.000, -3.704)
N (4.236, 1.559, -2.750)
N (2.612, 3.202, -3.029)
H (4.740, 2.234, -2.176)
H (4.397, 0.573, -2.709)
H (3.210, 3.853, -2.579)
H (1.609, 3.341, -2.857)
C (0.297, 0.112, 1.122)
O (0.958, 0.724, 1.996)
N (0.598, 0.275, -0.187)
N (-0.744, -0.659, 1.361)
H (0.232, -0.268, -1.007)
H (1.482, 0.762, -0.355)
H (-0.977, -1.267, 0.637)
H (-1.327, -0.639, 2.160)
C (3.261, 3.322, 0.262)
O (4.095, 3.764, -0.538)
N (2.318, 4.100, 0.877)
N (3.240, 1.991, 0.640)
H (2.200, 4.933, 0.311)
H (1.536, 3.885, 1.488)
H (2.559, 1.641, 1.326)
H (3.936, 1.316, 0.333)
C (-0.560, -0.781, -4.490)
O (-1.656, -1.341, -4.685)
N (0.652, -1.219, -4.920)
N (-0.377, 0.223, -3.496)
H (0.607, -1.836, -5.704)
H (1.426, -0.581, -4.911)
H (0.512, 0.685, -3.456)
H (-1.136, 0.850, -3.317)
C (-3.926, -0.124, 0.834)
O (-4.031, 0.080, -0.386)
N (-3.804, -1.471, 1.280)
N (-3.825, 0.874, 1.839)
H (-3.776, -1.739, 2.241)
H (-3.602, -2.137, 0.531)
H (-4.019, 0.491, 2.725)
H (-4.502, 1.612, 1.637)


Molecular formula: C19H61N3O10
Method: DFT, ωB97M-V with the def2-TZVPD basis set

As for the gap between HOMO and LUMO: 8.86 eV. The energy relative to the best compared isomer or geometry (same formula, charge and spin) is 0.0 kcal/mol. For the energy, the calculation gives -45634.1957 eV. Its largest force on an atom is 1.7 eV/A. The value obtained for the molecular weight is 491.7 g/mol.

Geometry (Å):
C (1.720, -3.834, -0.936)
O (0.478, -3.589, -1.613)
H (2.059, -2.907, -0.484)
H (1.596, -4.573, -0.141)
H (2.484, -4.205, -1.622)
H (0.300, -4.345, -2.179)
C (-1.943, -3.097, 1.452)
O (-3.072, -2.252, 1.518)
H (-1.313, -2.864, 0.580)
H (-1.318, -2.940, 2.333)
H (-2.210, -4.160, 1.410)
H (-3.505, -2.309, 0.640)
C (1.425, 2.255, -3.001)
O (0.216, 1.537, -3.061)
H (2.242, 1.685, -3.464)
H (1.330, 3.182, -3.575)
H (1.708, 2.581, -1.993)
H (0.252, 0.794, -2.439)
C (-0.084, 0.459, 3.984)
O (0.225, 0.958, 2.700)
H (-0.862, -0.314, 3.915)
H (0.800, 0.051, 4.465)
H (-0.540, 1.242, 4.603)
H (-0.599, 0.973, 2.174)
C (0.804, -0.382, -0.279)
O (0.122, -0.805, -1.448)
H (0.361, -0.872, 0.593)
H (1.869, -0.642, -0.302)
H (0.740, 0.694, -0.126)
H (0.225, -1.770, -1.475)
C (4.434, -0.556, -0.643)
O (3.742, 0.563, -1.205)
H (4.091, -0.685, 0.380)
H (4.192, -1.471, -1.198)
H (5.515, -0.410, -0.666)
H (4.154, 0.745, -2.054)
C (2.468, -2.248, 2.422)
O (3.538, -3.053, 1.954)
H (2.330, -2.313, 3.508)
H (2.636, -1.190, 2.195)
H (1.529, -2.561, 1.967)
H (4.343, -2.532, 1.984)
C (-3.056, -1.471, -2.152)
C (-4.116, -2.564, -2.144)
C (-3.476, -3.884, -2.409)
O (-4.464, -4.881, -2.486)
C (-3.941, -6.125, -2.887)
N (-4.726, -2.592, -0.769)
H (-2.509, -1.379, -3.091)
H (-2.311, -1.718, -1.389)
H (-3.471, -0.502, -1.876)
H (-4.892, -2.366, -2.889)
H (-2.787, -4.121, -1.576)
H (-2.848, -3.839, -3.310)
H (-3.456, -6.054, -3.866)
H (-4.770, -6.827, -2.916)
H (-3.201, -6.493, -2.161)
H (-5.591, -2.050, -0.821)
H (-5.171, -3.518, -0.716)
C (2.655, 3.448, 3.034)
C (2.647, 2.951, 1.606)
C (3.677, 3.643, 0.752)
O (3.361, 5.025, 0.688)
C (4.088, 5.678, -0.305)
N (2.923, 1.509, 1.589)
H (1.812, 3.001, 3.561)
H (2.572, 4.535, 3.068)
H (3.575, 3.162, 3.549)
H (1.657, 3.156, 1.172)
H (3.712, 3.237, -0.268)
H (4.675, 3.516, 1.199)
H (3.770, 5.385, -1.314)
H (5.172, 5.504, -0.195)
H (3.969, 6.758, -0.200)
H (3.078, 1.169, 0.644)
H (2.095, 1.027, 1.932)
C (-3.570, 2.303, 1.779)
C (-2.774, 1.638, 0.649)
C (-1.768, 2.538, -0.001)
O (-2.391, 3.681, -0.516)
C (-1.464, 4.550, -1.110)
N (-2.073, 0.457, 1.186)
H (-4.125, 3.156, 1.390)
H (-2.906, 2.632, 2.584)
H (-4.265, 1.582, 2.214)
H (-3.554, 1.368, -0.081)
H (-1.262, 1.966, -0.803)
H (-0.952, 2.783, 0.704)
H (-1.098, 4.158, -2.070)
H (-0.596, 4.734, -0.466)
H (-1.956, 5.498, -1.325)
H (-1.654, 0.021, 0.367)
H (-2.727, -0.220, 1.573)


Molecular formula: C19H62F2N15O16S2
Method: DFT, ωB97M-V with the def2-TZVPD basis set

As for the gap between HOMO and LUMO: 8.85 eV. For the energy, the calculation gives -102927.4216 eV. Its largest force on an atom is 8.1 eV/A. Its charge is -1. The value obtained for the molecular weight is 858.9 g/mol.

Geometry (Å):
N (13.955, 20.343, -21.044)
S (13.333, 19.519, -22.249)
O (12.139, 20.103, -22.844)
O (13.464, 18.062, -22.257)
F (14.386, 19.933, -23.407)
S (12.498, 20.251, -20.138)
O (11.822, 18.996, -19.874)
O (11.772, 21.519, -20.104)
F (13.339, 20.405, -18.756)
C (17.346, 16.044, -18.357)
C (18.104, 16.429, -19.686)
O (18.204, 17.827, -19.678)
H (17.771, 16.552, -17.492)
H (17.337, 14.988, -18.085)
H (16.292, 16.302, -18.457)
H (17.619, 16.049, -20.585)
H (19.079, 15.944, -19.645)
H (17.352, 18.246, -19.821)
C (5.767, 14.092, -17.734)
C (6.178, 12.602, -17.749)
O (5.450, 11.874, -16.767)
H (6.385, 14.707, -18.388)
H (6.055, 14.481, -16.758)
H (4.730, 14.247, -18.030)
H (7.236, 12.559, -17.491)
H (6.151, 12.164, -18.747)
H (4.564, 11.704, -17.095)
C (12.333, 22.331, -11.691)
C (12.314, 23.818, -12.134)
O (13.328, 24.500, -11.395)
H (11.596, 21.695, -12.180)
H (11.996, 22.320, -10.654)
H (13.327, 21.891, -11.771)
H (11.373, 24.307, -11.882)
H (12.502, 24.043, -13.184)
H (14.153, 24.432, -11.881)
C (21.584, 18.318, -25.401)
O (22.231, 18.371, -26.459)
N (21.848, 19.019, -24.360)
N (20.516, 17.598, -25.209)
H (21.172, 19.004, -23.611)
H (22.603, 19.690, -24.320)
H (20.174, 17.021, -25.964)
H (19.958, 17.871, -24.412)
C (8.523, 28.474, -18.439)
O (7.935, 27.834, -19.249)
N (8.271, 29.724, -18.113)
N (9.619, 28.041, -17.900)
H (8.932, 30.168, -17.491)
H (7.518, 30.242, -18.542)
H (9.930, 27.084, -17.992)
H (10.203, 28.738, -17.460)
C (13.926, 25.900, -23.832)
O (14.184, 26.858, -24.543)
N (14.808, 25.040, -23.463)
N (12.795, 25.578, -23.305)
H (15.787, 25.218, -23.638)
H (14.675, 24.243, -22.858)
H (12.012, 26.203, -23.435)
H (12.706, 24.824, -22.639)
C (6.565, 15.523, -24.426)
O (7.138, 14.460, -24.414)
N (5.296, 15.763, -23.981)
N (6.967, 16.585, -25.014)
H (4.904, 16.675, -24.166)
H (4.769, 14.927, -23.774)
H (6.328, 17.354, -25.161)
H (7.853, 16.534, -25.495)
C (14.227, 15.799, -28.584)
O (13.127, 16.236, -28.274)
N (14.919, 16.141, -29.620)
N (15.056, 15.033, -27.865)
H (15.706, 15.542, -29.824)
H (14.592, 16.804, -30.308)
H (15.837, 14.616, -28.351)
H (14.772, 14.815, -26.920)
C (10.385, 22.796, -29.588)
O (10.280, 23.736, -30.388)
N (10.004, 22.913, -28.336)
N (10.795, 21.605, -29.940)
H (9.874, 23.871, -28.043)
H (10.074, 22.189, -27.635)
H (11.195, 21.601, -30.868)
H (10.930, 20.856, -29.276)
C (17.545, 23.893, -16.228)
O (17.532, 24.651, -15.285)
N (17.050, 24.078, -17.372)
N (17.988, 22.713, -16.188)
H (16.722, 23.329, -17.965)
H (16.698, 25.016, -17.494)
H (18.368, 22.405, -15.305)
H (17.963, 22.111, -16.999)
C (19.578, 23.461, -29.212)
C (18.654, 23.923, -30.328)
C (17.366, 23.045, -30.383)
O (18.356, 25.276, -29.975)
H (19.795, 22.442, -29.533)
H (19.025, 23.411, -28.274)
H (20.489, 24.053, -29.127)
H (19.200, 23.874, -31.270)
H (16.782, 23.504, -31.180)
H (16.855, 23.083, -29.421)
H (17.499, 22.005, -30.681)
H (17.658, 25.366, -29.322)
C (12.267, 9.456, -21.212)
C (13.091, 10.637, -21.767)
C (14.563, 10.330, -21.966)
O (12.520, 10.968, -23.020)
H (12.374, 9.279, -20.142)
H (12.471, 8.544, -21.774)
H (11.216, 9.685, -21.386)
H (13.078, 11.578, -21.218)
H (14.632, 9.354, -22.447)
H (15.074, 10.258, -21.006)
H (15.073, 11.090, -22.557)
H (11.626, 11.275, -22.854)